[1]
Formula: C19H43IrO2P3S
Source: OMol25
Level of theory: ωB97M-V/def2-TZVPD

As for the net charge: +4. The multiplicity is 6. For the LUMO energy (spin up / spin down), the calculation gives -11.4771 / -16.4599 eV. Its orbital gap (spin up / spin down) is 7.27 / 4.89 eV.

CARTESIAN COORDINATES (ANGSTROEM)
H1 -0.638 1.760 2.347
H2 -2.654 3.690 0.294
H3 3.355 1.284 1.681
H4 -3.880 2.367 0.367
C1 0.050 -4.109 -1.579
H5 -3.622 -2.810 -2.166
H6 3.055 -0.487 -1.142
P1 1.402 0.203 0.524
H7 -3.208 2.960 -1.256
H8 0.711 -3.954 -0.724
H9 0.451 2.997 -3.425
C2 -2.836 -0.454 -4.250
C3 0.001 2.141 -2.910
C4 -0.885 -1.859 -5.698
C5 -2.120 -3.389 0.680
C6 2.558 0.584 1.954
H10 2.549 4.230 1.788
H11 -2.348 -1.791 -7.345
H12 1.715 -1.658 -1.094
C7 0.503 -1.140 1.507
C8 -1.678 -0.997 -3.562
C9 -0.582 -1.456 -4.411
H13 -2.988 -4.021 1.003
Ir1 0.273 1.838 -0.990
C10 -2.996 2.747 -0.178
O1 -2.364 0.105 -0.101
H14 0.389 -1.603 -3.893
H15 3.085 1.821 -1.332
C11 -2.151 -1.553 -6.292
H16 0.917 -1.246 2.517
C12 -3.056 -0.807 -5.563
H17 -3.604 -4.647 -2.228
H18 -1.490 3.561 -2.119
C13 3.148 2.648 -0.624
H19 -0.166 -2.443 -6.291
H20 -4.036 -0.473 -5.946
H21 0.560 -2.119 1.003
H22 0.019 1.183 -3.517
H23 -1.616 -2.494 -1.373
H24 -2.378 2.082 2.305
H25 3.002 -1.717 0.181
H26 0.118 -5.127 -1.964
P2 -1.725 -3.864 -1.092
O2 -1.624 -1.138 -2.270
H27 -0.553 -0.913 1.608
C14 1.522 4.865 -1.239
H28 0.783 5.581 -0.845
C15 -1.281 2.459 -2.244
H29 0.906 4.835 1.613
H30 3.047 -0.335 2.361
H31 1.989 1.052 2.778
S1 -1.692 1.438 0.075
C16 1.532 3.936 1.505
H32 -3.651 0.034 -3.710
H33 2.530 5.289 -1.173
H34 3.706 3.454 -1.100
H35 -2.376 -2.312 0.760
H36 -1.275 -3.630 1.339
P3 1.546 3.347 -0.179
C17 2.396 -1.048 -0.468
H37 -1.798 0.403 2.206
H38 1.190 3.188 2.231
C18 -1.586 1.435 1.922
H39 3.702 2.315 0.244
H40 1.245 4.588 -2.269
H41 -2.641 -3.617 -3.376
H42 0.311 -3.384 -2.343
H43 -2.055 1.673 -2.463
C19 -3.047 -3.715 -2.372

Forces on atoms 1 to 6 (eV/Å):
0.088 0.082 -0.286
-0.011 -0.530 -0.133
-0.226 -0.314 0.199
0.416 0.102 -0.345
-0.718 -1.200 0.035
-0.076 -0.336 0.417



[2]
Formula: C19H43LaOP3SSe
Source: OMol25
Level of theory: ωB97M-V/def2-TZVPD

As for the net charge: +3. For the LUMO energy (spin up / spin down), the calculation gives -12.2958 / -11.5059 eV. Its orbital gap (spin up / spin down) is 4.69 / 5.72 eV.

CARTESIAN COORDINATES (ANGSTROEM)
H1 2.761 -2.505 1.806
H2 -2.576 -3.272 -0.305
P1 -1.963 -1.053 -1.124
C1 1.097 4.244 -3.967
H3 1.149 1.868 -0.048
H4 -2.580 1.324 -1.188
C2 2.852 2.586 3.000
H5 0.556 -5.201 -0.202
H6 -3.643 0.331 -2.219
C3 2.258 2.985 -5.591
C4 2.089 1.828 -4.887
O1 2.108 0.278 1.893
H7 -0.628 -2.933 2.792
H8 2.669 -4.300 -1.162
S1 3.412 0.963 2.442
C5 -2.812 0.107 2.305
C6 2.160 -3.356 1.459
H9 -1.338 -2.468 -3.019
H10 -2.161 3.311 1.802
C7 -1.833 -1.493 -2.906
H11 2.849 2.945 -6.523
H12 2.526 0.875 -5.182
H13 -3.859 0.347 -0.444
H14 -2.832 1.130 1.896
H15 -3.620 -0.462 1.817
P2 1.126 -2.856 0.025
H16 2.830 -4.167 1.146
C8 3.511 0.054 3.973
H17 1.529 -3.699 2.289
H18 -3.745 -2.051 0.244
H19 -3.029 0.156 3.386
H20 -0.172 1.087 3.452
C9 -2.162 4.087 -0.194
H21 0.373 3.155 -2.248
H22 3.091 -2.572 -1.420
H23 -0.604 -4.355 0.868
P3 -1.180 -0.666 2.060
C10 1.361 1.866 -3.633
H24 1.940 5.145 -5.768
C11 -1.546 -2.337 2.706
H25 -2.002 -2.247 3.704
H26 2.317 3.099 2.188
H27 3.034 0.653 4.760
H28 -2.733 4.241 -1.132
H29 -2.837 -1.549 -3.352
H30 3.754 3.151 3.258
H31 -0.716 -4.156 -0.895
H32 -3.752 3.080 0.821
C12 1.768 4.226 -5.185
C13 -3.120 0.372 -1.254
C14 -3.124 -2.370 -0.599
H33 -2.236 -2.883 2.049
H34 -1.181 4.556 -0.139
Se1 1.201 0.461 -2.578
La1 0.726 0.005 -0.022
H35 -1.221 -0.738 -3.426
H36 2.204 2.468 3.878
H37 -3.784 -2.630 -1.437
C15 -0.341 0.005 3.551
H38 4.579 -0.102 4.171
H39 2.984 -0.895 3.812
C16 0.878 3.115 -3.233
C17 2.267 -3.296 -1.352
H40 0.637 -0.467 3.708
C18 -0.020 -4.276 -0.057
H41 1.727 -3.278 -2.306
C19 -2.743 3.497 0.873
H42 0.753 5.213 -3.564
H43 -0.980 -0.184 4.426

Forces on atoms 1 to 6 (eV/Å):
-0.039 -0.293 -0.040
-0.235 0.142 -0.065
-0.953 -0.042 -1.131
-0.799 1.637 0.872
0.724 2.971 -0.408
-0.181 -0.089 -0.055



[3]
Formula: C19H43NdO2P3S
Source: OMol25
Level of theory: ωB97M-V/def2-TZVPD

As for the net charge: +3. The multiplicity is 4. For the LUMO energy (spin up / spin down), the calculation gives -10.2474 / -9.3533 eV. Its orbital gap (spin up / spin down) is 5.34 / 6.24 eV.

CARTESIAN COORDINATES (ANGSTROEM)
H1 4.136 1.473 -3.218
H2 -2.339 1.883 1.611
Nd1 1.295 -1.535 -1.904
H3 -2.557 2.290 -0.075
H4 3.993 -1.085 -3.171
H5 -2.057 -4.907 1.897
H6 0.909 2.651 4.399
H7 -4.624 -1.443 1.324
H8 0.666 -0.645 -3.997
H9 1.474 2.707 -0.837
O1 1.398 0.201 -0.507
H10 -4.268 0.577 -1.772
C1 3.368 3.218 0.243
C2 -2.231 -3.931 1.392
C3 2.370 0.246 3.623
O2 -0.337 -2.557 -0.650
H11 -3.016 -3.969 0.620
H12 -1.412 -5.154 -0.972
C4 0.252 0.373 -3.675
H13 -2.040 -1.095 -4.583
H14 -4.544 -1.125 -1.245
C5 -2.457 -0.232 -4.064
H15 0.303 3.135 2.859
H16 3.145 1.000 3.451
H17 -4.343 0.083 2.233
H18 -0.155 -1.288 4.321
H19 -1.451 -0.183 3.766
H20 2.324 0.081 4.704
H21 -3.199 -1.294 2.419
H22 3.336 4.293 0.077
H23 3.602 -0.673 0.482
C6 3.525 0.406 0.635
H24 -3.970 1.939 0.921
H25 -0.764 2.301 3.969
H26 5.332 3.292 0.967
C7 4.501 2.615 0.796
H27 5.680 0.764 0.926
C8 -3.846 -0.752 1.704
C9 -2.936 1.653 0.724
C10 0.259 2.307 3.584
C11 4.660 1.212 0.830
S1 -0.481 -3.607 0.624
H28 -0.743 -1.307 2.637
P1 -2.907 -0.111 0.252
H29 -1.679 2.342 -3.940
C12 2.385 1.029 0.064
H30 -5.248 0.225 -0.281
H31 0.751 0.633 1.585
H32 5.158 1.371 -1.687
H33 1.005 1.063 -3.239
C13 -4.374 -0.087 -0.890
H34 -0.142 0.818 -4.600
C14 2.281 2.422 -0.127
P2 0.702 0.641 3.031
C15 4.265 -0.496 -2.290
C16 -0.507 -5.199 -0.345
H35 -0.543 -6.066 0.363
P3 -1.361 0.274 -2.696
H36 -1.132 2.741 -2.293
C17 -1.779 2.072 -2.876
C18 4.403 0.847 -2.342
H37 2.717 -0.661 3.137
H38 -3.453 -0.485 -3.685
H39 -2.827 2.277 -2.599
C19 -0.488 -0.636 3.488
H40 -2.558 0.592 -4.784
H41 0.379 -5.277 -1.015
H42 4.709 -1.055 -1.458
H43 -2.513 -3.193 2.159

Forces on atoms 1 to 6 (eV/Å):
-0.171 -0.716 0.548
-0.030 -0.186 0.015
-1.340 2.898 2.769
0.009 -0.026 -0.054
-0.315 0.165 -0.115
-0.008 0.527 -0.526



[4]
Formula: C19H43P3RhS2
Source: OMol25
Level of theory: ωB97M-V/def2-TZVPD

As for the net charge: +3. The multiplicity is 5. For the LUMO energy (spin up / spin down), the calculation gives -7.7338 / -12.7386 eV. Its orbital gap (spin up / spin down) is 7.29 / 4.23 eV.

CARTESIAN COORDINATES (ANGSTROEM)
H1 -0.527 1.627 1.806
H2 0.160 0.275 2.733
C1 -2.630 4.027 -0.008
C2 2.059 0.607 -7.374
C3 -0.963 -0.176 -2.068
C4 3.854 2.056 -6.619
H3 0.791 1.912 2.985
C5 4.651 -0.752 -1.274
H4 -1.876 4.196 -0.789
H5 3.690 -2.712 -3.107
Rh1 1.126 -0.288 -0.999
C6 2.889 -2.842 -2.365
H6 2.920 -3.633 0.495
H7 1.939 -2.685 -2.890
C7 -0.446 1.126 -2.155
H8 -1.052 -3.886 -0.059
C8 -4.083 2.051 1.238
H9 4.017 2.283 -4.445
H10 3.215 1.209 2.725
H11 2.557 2.625 -0.620
C9 2.423 0.966 -5.012
H12 5.042 -0.950 -2.280
C10 3.085 0.482 1.908
H13 0.835 -0.291 -5.798
H14 4.704 2.698 -6.827
H15 1.539 0.130 -8.199
H16 1.782 -2.647 1.761
H17 -0.778 1.926 -1.493
H18 1.554 0.827 -2.198
C11 -0.327 -3.264 -0.602
S1 -2.449 2.328 0.537
H19 4.606 -3.317 0.071
C12 3.656 -2.832 0.351
H20 2.958 -3.874 -1.975
H21 -1.555 -0.491 1.777
H22 -0.031 1.494 -3.097
C13 3.174 1.404 -7.650
H23 2.572 3.231 1.062
H24 -2.335 -0.989 0.293
H25 0.161 -3.152 2.287
C14 0.402 1.214 2.227
H26 -4.847 2.525 0.608
P1 1.644 0.978 0.896
H27 1.044 3.199 0.127
C15 -1.632 -1.319 1.060
H28 2.936 -0.507 2.356
H29 3.997 0.460 1.304
H30 -0.734 -3.013 -1.587
H31 -1.810 -0.367 -1.423
H32 -4.245 0.966 1.263
H33 5.418 -1.085 -0.557
H34 4.499 0.329 -1.190
C16 3.473 1.870 -5.298
H35 -4.107 2.451 2.261
H36 -2.446 4.697 0.844
H37 -2.041 -2.220 1.549
C17 1.989 2.672 0.316
H38 -3.635 4.182 -0.424
H39 3.524 1.518 -8.670
H40 0.596 -3.832 -0.763
H41 0.787 -1.516 2.658
P2 0.005 -1.740 0.339
C18 0.758 -2.310 1.906
H42 -0.851 -0.894 -2.879
P3 3.076 -1.653 -0.963
S2 2.466 0.187 -3.462
H43 3.828 -2.302 1.297
C19 1.656 0.386 -6.057

Forces on atoms 1 to 6 (eV/Å):
0.490 -0.162 0.264
0.117 0.307 -0.124
0.350 -0.124 -0.495
-0.883 -0.454 0.801
0.406 1.226 -0.165
0.139 0.245 0.396